No. 1
ORCA calculation (ωB97M-V with the def2-TZVPD basis set) on a 4-piece molecular cluster, C18H20F24N2O6P overall.

Computed properties:
charge	-1
energy above the lowest of the compared OMol25 structures with the same formula, charge and spin	54.40	kcal per mole
2S+1	1

Geometry as XYZ:
```
71
Properties=species:S:1:pos:R:3:forces:R:3
C -3.723001 -7.171814 1.976709 -0.682 -0.374 0.794
C -0.954386 1.865572 0.718389 0.113 -1.134 0.212
C -2.187147 2.636269 0.221591 -0.115 -0.093 0.773
F -4.341722 -5.225792 0.538154 -0.698 -0.191 -0.598
F 1.362565 5.767401 1.214818 0.119 -0.483 0.012
O 5.660110 5.828998 2.521992 0.733 -1.692 -0.102
H -3.674302 -4.046599 -3.717982 2.431 -0.222 0.528
F -2.653161 3.426177 1.225086 0.054 0.057 -0.232
F 5.824834 5.091120 0.432210 -0.269 -0.509 0.586
C -1.505274 -6.181969 1.102803 0.945 0.626 -0.420
H -1.703908 2.773038 -1.895051 0.073 -0.191 0.188
H -5.199767 -7.512311 -1.737352 -0.118 0.014 0.204
F 5.124619 3.110998 3.309039 -0.139 0.303 -0.415
C 5.980622 4.691393 1.723019 0.633 1.786 -0.020
H 0.490410 4.962930 2.818381 0.081 -0.209 0.001
F -3.285973 -7.045254 -1.472980 -0.673 -0.064 0.152
C 0.778159 3.451901 1.274921 -0.729 -2.177 -0.596
F -0.761021 5.289184 1.309037 0.549 -0.281 0.417
F -3.112970 4.087323 -1.412348 -0.234 -0.139 0.263
F 7.454714 3.367837 3.968600 0.206 0.243 0.550
F -4.768837 -5.616973 -2.185942 -0.269 -0.242 0.685
O -0.179380 2.501599 1.738899 0.729 1.726 -0.913
F -3.173829 1.713377 -0.008581 0.411 0.241 -0.316
F -6.298584 -6.073896 0.160410 0.484 -0.255 -0.491
C 0.465040 4.885888 1.729434 -0.447 0.748 0.121
H -2.613943 1.550995 -3.591161 1.319 -1.249 0.142
H -0.327644 1.500338 -0.104753 -0.245 0.353 0.054
H -3.852461 -0.432329 -5.574700 1.024 -2.253 0.263
C 6.669423 6.225418 3.455128 -0.142 1.035 -0.393
P -1.056280 0.707394 -5.092247 3.414 -2.973 -0.857
F -2.071932 -5.571170 0.038150 0.443 -0.210 0.421
C 5.069356 3.487020 2.005903 -0.577 -0.645 0.125
F 7.296035 4.403503 1.865398 -0.524 -0.206 -0.597
H -3.851086 -6.197437 2.464509 0.220 -0.122 -0.346
C -1.828539 -3.190626 -4.769887 2.927 -1.923 -3.593
H -2.248565 -3.474010 -2.547191 -0.702 -1.320 -1.985
F 7.001825 6.395135 5.765600 0.419 -0.275 -0.221
H -3.565426 -2.049831 -6.553986 0.347 1.031 1.928
F -0.241195 -6.507718 0.723027 -0.203 -0.275 0.265
N -2.153094 -1.682562 -4.811213 -1.579 -3.463 -0.593
C -2.508825 -4.068661 -3.536096 0.404 1.470 -0.660
H -2.050082 -5.144931 -3.499140 -1.033 2.175 -0.269
O -1.650025 1.821901 -6.299519 -2.461 0.815 2.172
O -1.745566 1.034608 -3.525221 -2.422 1.279 -1.217
C 6.685057 5.478242 4.797502 -1.075 0.262 -0.149
H -4.343775 -2.087157 -4.816243 1.450 0.888 -1.182
F 7.617384 3.726946 6.099880 -0.131 0.340 0.029
C -4.590548 -6.685885 -1.365525 0.425 -0.069 -0.925
H 4.030048 3.720996 1.766166 0.214 0.202 -0.084
C -2.271707 -7.424834 1.540575 -0.482 -0.865 -0.377
F 1.971811 3.056710 1.793823 -0.277 0.517 0.192
H -1.331117 0.953562 1.196940 -0.082 0.354 0.028
H 6.427050 7.270058 3.684655 -0.161 -0.314 0.109
H 8.714080 4.694833 4.755911 -0.125 0.156 -0.050
H -1.427907 -5.455831 1.919295 -0.135 -0.140 0.066
C -1.975278 3.430654 -1.062092 -0.204 0.174 -1.082
F -1.617436 -7.970524 2.614073 -0.007 0.527 -0.036
C 7.688056 4.333665 4.885329 0.542 -0.809 0.472
H -2.231114 2.500322 -5.808068 1.101 -1.184 -1.248
N -1.232527 -0.996313 -5.587144 0.289 3.996 0.781
F 5.424939 5.059881 5.089402 0.495 -0.079 -0.032
O -1.003509 -3.789298 -5.666188 -4.723 3.482 5.582
F 5.447271 2.406812 1.272571 0.191 0.543 -0.019
C -4.966400 -6.337603 0.083054 -0.216 -0.145 1.934
C -3.521333 -1.561095 -5.481664 -1.775 -0.384 0.257
O -4.731189 -7.412769 0.990757 0.619 1.331 -1.117
F -1.018920 4.377611 -0.934365 -0.394 -0.039 -0.100
F -2.256556 -8.384361 0.577660 0.120 0.422 0.186
F 0.902775 3.338931 -0.068646 0.577 0.454 0.873
H -3.940799 -7.900662 2.766674 0.149 -0.045 -0.332
H 7.661852 6.273673 2.989808 -0.202 -0.308 0.202
```
Forces are in eV/Å.

Mulliken population analysis, charges in e, atoms 1 to 5: atom 1 (C): -0.661, atom 2 (C): -0.817, atom 3 (C): 0.932, atom 4 (F): -0.255, atom 5 (F): -0.256

---

No. 2
ORCA calculation (ωB97M-V with the def2-TZVPD basis set) on C18H20F7INO4 as an isolated structure.

Computed properties:
calculated total energy	-2050.23057	a.u.
charge	-1
2S+1	1

Geometry as XYZ:
```
51
Properties=species:S:1:pos:R:3:forces:R:3
O 0.461956 -3.865903 -0.483085 -0.078 -0.119 0.298
F 5.039815 -0.072613 2.790161 -0.917 -0.431 -0.554
C 2.893867 -1.430492 -0.068096 -0.005 0.432 -1.210
I 0.349783 7.213832 -4.419575 -1.092 8.874 -4.587
H -4.957901 -2.354096 2.642730 0.393 0.827 -0.444
C -1.401479 -0.293150 0.607313 1.077 0.208 -0.626
H -2.185797 1.270196 -1.532751 0.858 -0.236 0.042
H -5.663796 -1.006715 1.659578 0.581 -0.067 0.553
H -2.723518 -2.653155 -0.122242 -0.147 -0.087 0.065
F 3.097166 -2.766885 -0.287584 -0.445 0.875 0.618
H -0.511682 2.969912 -3.472553 -0.042 0.477 0.572
C -2.941126 -0.248948 0.458282 -0.375 -0.527 0.491
F 3.110774 0.742874 2.282346 0.016 -1.600 -0.250
C -3.656814 -1.511772 1.045170 -0.454 -0.430 0.575
H -0.507480 -4.526711 1.211986 0.930 0.128 0.085
C -0.883613 2.910996 -0.800092 1.194 -0.341 -0.267
H 0.432733 4.690390 -4.743207 0.144 0.157 0.957
N -3.430813 -2.695800 0.624150 0.358 0.732 -0.173
O -1.163301 -1.363934 2.751478 0.093 -0.242 -0.016
C 0.946268 0.342392 -0.012707 -0.828 -0.749 0.086
C -0.679418 -1.150551 1.668736 -0.252 0.251 -1.065
F 3.012740 -0.839399 -1.320365 -0.079 -0.692 1.033
H 0.480823 5.967073 -3.354943 0.936 -5.540 2.012
H -0.496029 2.908643 0.250778 -0.533 -0.070 -0.799
H -0.457235 -3.650844 -0.694591 0.379 -0.072 0.098
C -0.320034 3.899805 -2.860925 0.102 -0.231 -1.186
F 5.151199 -1.804090 0.774243 -1.261 0.529 0.519
H 2.223992 -3.265254 1.882181 -0.781 0.412 0.168
H 1.731426 4.514515 -3.493129 -0.790 0.080 -0.030
F 3.312732 -1.359293 3.045465 -0.126 0.820 -0.998
C 4.128927 -0.888243 0.777654 0.745 0.688 -1.109
H -3.379191 0.679496 0.892443 0.401 -0.611 -0.183
C 0.532803 -4.257523 0.896165 -0.565 0.062 0.132
O 1.644249 1.299061 -0.167073 0.315 -0.051 -0.075
H 1.183899 -5.158070 0.950557 -0.470 0.602 0.043
C -4.735677 -1.372662 2.161887 0.701 0.476 -0.851
C 0.663639 4.821536 -3.663593 -0.041 -3.794 2.669
C 1.493974 -1.046223 0.443240 -0.964 0.506 0.163
H -4.355949 -0.613801 2.884436 -0.568 -0.585 -0.307
C -0.590537 0.443305 -0.210575 -0.798 -0.663 -0.080
H -1.839988 3.485221 -0.849027 0.613 -0.315 -0.062
C 0.697028 -1.753002 1.271883 1.129 -0.191 -0.032
H -0.465128 1.235020 -2.209192 -0.666 0.341 0.514
F 4.636890 0.205987 0.121177 -0.611 -0.774 0.868
H -3.191619 -0.234792 -0.632636 0.280 0.001 0.877
C 3.822854 -0.401651 2.234405 1.860 0.821 1.364
C -1.106186 1.407706 -1.313707 0.762 0.145 1.350
H 0.631652 -3.230869 2.840834 0.740 0.026 -0.693
H -1.321528 4.411534 -2.739195 0.815 -0.233 -0.151
O 0.157823 3.519197 -1.559857 -1.164 0.288 0.057
C 1.126822 -3.122253 1.841423 -1.365 -0.105 -0.461
```
Forces are in eV/Å.

Mulliken population analysis, charges in e, atoms 1 to 5: atom 1 (O): -0.560, atom 2 (F): -0.287, atom 3 (C): 0.526, atom 4 (I): -0.800, atom 5 (H): 0.346